# 1
Entry from the Open Molecules 2025 dataset: a 13-piece molecular cluster, C51H126N2O13 overall at a distorted geometry (ωB97M-V/def2-TZVPD).

highest occupied orbital energy (spin up / spin down) = 0.38 / -6.98 eV
E = -84522.168 eV
spin multiplicity = 2
charge = -1
expectation value of S² = 0.75

The geometry in XYZ format:
```
192
C51H126N2O13 (ωB97M-V/def2-TZVPD)
C 0.043 1.398 -6.821
C -1.411 1.892 -6.648
C -2.079 0.918 -5.639
C -3.448 1.324 -5.013
C -3.273 2.608 -4.268
C -2.681 3.696 -5.200
N -1.474 3.194 -5.961
O -0.944 4.165 -6.815
C -3.844 4.220 -6.041
C -2.172 4.909 -4.337
C -2.283 1.827 -7.977
H 0.518 1.540 -5.850
H 0.484 2.081 -7.547
H 0.128 0.420 -7.294
H -2.185 -0.052 -6.124
H -1.450 0.738 -4.767
H -3.856 0.489 -4.444
H -4.066 1.417 -5.906
H -2.673 2.502 -3.364
H -4.317 2.832 -4.051
H -4.544 4.682 -5.345
H -3.491 4.855 -6.854
H -4.398 3.431 -6.549
H -2.861 5.205 -3.545
H -1.200 4.758 -3.867
H -2.006 5.769 -4.985
H -1.774 2.482 -8.684
H -3.331 2.124 -8.005
H -2.362 0.820 -8.386
H -1.635 4.109 -7.478
C -1.365 -1.423 2.541
C -0.245 -1.058 1.543
C 0.712 -2.235 1.378
C 1.574 -2.179 0.146
C 0.724 -1.972 -1.084
C -0.194 -0.744 -0.985
N -0.887 -0.685 0.283
O -1.686 0.454 0.392
C 0.674 0.504 -1.338
C -1.153 -0.868 -2.187
C 0.585 -0.003 2.233
H -1.946 -0.613 2.982
H -0.934 -1.949 3.394
H -2.090 -2.082 2.064
H 1.290 -2.492 2.265
H 0.089 -3.128 1.338
H 2.195 -3.074 0.150
H 2.288 -1.357 0.190
H 0.039 -2.819 -1.102
H 1.382 -1.993 -1.953
H 1.154 0.483 -2.316
H -0.098 1.274 -1.327
H 1.408 0.704 -0.558
H -1.809 -1.729 -2.057
H -1.695 0.077 -2.162
H -0.616 -0.876 -3.136
H 1.500 0.260 1.703
H 0.922 -0.302 3.226
H 0.020 0.924 2.330
H -1.029 1.115 0.623
C -2.585 -3.896 6.350
C -2.966 -4.270 4.920
C -1.920 -4.968 4.017
O -4.124 -5.077 4.954
H -2.412 -4.832 6.882
H -3.348 -3.336 6.891
H -1.710 -3.250 6.416
H -3.207 -3.410 4.295
H -2.296 -5.272 3.040
H -1.424 -5.792 4.529
H -1.171 -4.191 3.864
H -4.351 -5.142 4.023
C 2.487 -1.004 7.340
C 2.394 -2.468 6.984
C 1.469 -2.710 5.792
O 3.661 -2.910 6.514
H 2.488 -0.346 6.471
H 3.410 -0.809 7.886
H 1.683 -0.758 8.033
H 2.065 -3.041 7.851
H 1.456 -3.792 5.660
H 1.769 -2.317 4.820
H 0.449 -2.366 5.960
H 3.915 -3.617 7.113
C -0.537 4.188 -0.794
C 0.743 4.364 -0.033
C 0.662 5.563 1.004
O 0.953 3.106 0.633
H -0.710 5.000 -1.500
H -1.329 4.025 -0.063
H -0.523 3.400 -1.547
H 1.516 4.561 -0.776
H 0.384 6.507 0.535
H 1.590 5.840 1.506
H -0.047 5.336 1.799
H 0.272 2.967 1.295
C -6.088 0.119 -1.831
C -4.846 0.760 -1.106
C -5.097 2.168 -0.548
O -4.446 -0.158 -0.151
H -5.951 -0.951 -1.985
H -6.207 0.662 -2.769
H -6.959 0.298 -1.201
H -4.007 0.857 -1.795
H -5.896 2.051 0.184
H -5.270 3.009 -1.219
H -4.245 2.493 0.050
H -3.581 0.095 0.179
C -4.442 -3.390 -2.144
C -4.624 -2.932 -3.600
C -3.350 -2.506 -4.363
O -5.223 -3.979 -4.292
H -3.928 -2.605 -1.588
H -3.759 -4.214 -1.937
H -5.391 -3.597 -1.650
H -5.429 -2.202 -3.690
H -3.464 -2.603 -5.443
H -2.489 -3.095 -4.047
H -3.114 -1.449 -4.236
H -5.250 -3.749 -5.224
C 5.483 3.501 -0.657
C 4.891 3.214 0.725
C 4.275 4.486 1.344
O 3.942 2.186 0.580
H 6.114 4.389 -0.696
H 4.707 3.421 -1.419
H 6.159 2.688 -0.920
H 5.675 2.730 1.307
H 5.085 5.170 1.596
H 3.812 4.238 2.299
H 3.470 4.858 0.711
H 3.128 2.625 0.322
C -3.152 2.305 3.560
C -1.868 2.804 4.230
C -1.198 1.840 5.123
O -0.863 3.162 3.316
H -3.019 1.327 3.097
H -3.531 3.051 2.862
H -3.938 2.112 4.291
H -2.096 3.722 4.772
H -0.340 2.259 5.649
H -0.978 0.916 4.588
H -1.902 1.642 5.931
H -0.046 3.241 3.815
C -0.228 -6.128 0.396
C -0.822 -6.108 -0.974
C 0.250 -5.855 -2.168
O -1.382 -7.426 -1.319
H -1.047 -6.334 1.085
H 0.178 -5.144 0.629
H 0.556 -6.877 0.507
H -1.533 -5.285 -1.036
H 1.009 -6.636 -2.206
H 0.669 -4.892 -1.874
H -0.102 -5.662 -3.181
H -1.797 -7.313 -2.178
C 5.746 -3.231 -3.486
C 5.310 -1.708 -3.569
C 3.839 -1.539 -3.135
O 6.132 -1.052 -2.639
H 5.881 -3.515 -2.442
H 6.683 -3.390 -4.020
H 5.136 -3.996 -3.967
H 5.504 -1.368 -4.587
H 3.551 -0.490 -3.204
H 3.710 -1.827 -2.092
H 3.143 -2.138 -3.724
H 5.774 -1.101 -1.750
C 2.256 3.349 6.394
C 2.420 3.618 4.848
C 2.710 2.376 3.970
O 1.198 4.191 4.526
H 2.022 4.192 7.044
H 3.146 2.868 6.800
H 1.560 2.542 6.626
H 3.225 4.352 4.830
H 2.248 1.494 4.413
H 3.759 2.098 4.069
H 2.413 2.418 2.922
H 1.256 5.144 4.620
C 4.788 -0.609 2.210
C 5.645 -0.954 0.957
C 5.922 -2.419 0.680
O 4.986 -0.419 -0.127
H 4.560 0.441 2.396
H 5.187 -1.104 3.096
H 3.761 -0.943 2.060
H 6.594 -0.423 1.027
H 6.566 -2.609 -0.179
H 4.967 -2.934 0.576
H 6.322 -2.913 1.566
H 4.644 0.445 0.116
```

=====

# 2
Entry from the Open Molecules 2025 dataset: C3H6N2O as an isolated structure at a distorted geometry (ωB97M-V/def2-TZVPD).

ΔE to the lowest compared entry with this formula, charge and spin = 150.02 kJ/mol
highest occupied orbital energy = -9.00 eV
E = -8235.144 eV

The geometry in XYZ format:
```
12
C3H6N2O (ωB97M-V/def2-TZVPD)
O -1.621 1.808 0.935
C -0.877 0.965 0.482
N -1.205 -0.294 -0.002
C -0.077 -0.879 -0.710
C 1.029 -0.140 -0.042
N 0.509 1.081 0.334
H -2.146 -0.419 -0.340
H -0.107 -0.655 -1.784
H -0.008 -1.960 -0.577
H 1.431 -0.923 1.038
H 2.081 -0.356 -0.215
H 0.990 1.773 0.880
```

=====

# 3
Entry from the Open Molecules 2025 dataset: an isolated ion of composition C15H12BrClNO4S and charge -1 at a distorted geometry (ωB97M-V/def2-TZVPD).

ΔE to the lowest compared entry with this formula, charge and spin = 0.00 kJ/mol
highest occupied orbital energy = -3.55 eV
E = -118825.958 eV
charge = -1

The geometry in XYZ format:
```
35
C15H12BrClNO4S (ωB97M-V/def2-TZVPD)
Br 4.882 -0.232 -4.383
C 3.313 -0.233 -3.392
C 2.858 -1.421 -2.807
C 1.582 -1.419 -2.208
C 0.807 -0.255 -2.163
C -0.678 -0.196 -1.716
C -1.443 0.158 -2.980
N -2.820 0.179 -2.866
O -3.611 0.841 -3.576
O -3.301 -0.503 -1.858
C 1.340 0.894 -2.687
C 2.643 0.956 -3.217
H 3.485 -2.305 -2.834
H 1.134 -2.356 -1.831
H -1.291 -1.066 -1.452
H -0.992 0.466 -3.937
H 0.734 1.803 -2.717
H 3.076 1.928 -3.441
Cl -0.444 2.024 -0.303
C -0.835 0.328 -0.242
S 0.230 -0.632 1.157
C -0.373 -0.156 2.816
C 0.216 0.891 3.518
C -0.339 1.362 4.727
C -1.423 0.679 5.280
C -1.931 -0.462 4.670
C -1.358 -0.901 3.469
O -0.089 -2.044 1.031
O 1.588 -0.171 1.004
H -1.777 -0.014 0.229
H 1.097 1.362 3.102
H 0.043 2.252 5.246
H -1.854 1.034 6.219
H -2.769 -0.982 5.137
H -1.697 -1.810 3.008
```

=====

# 4
Entry from the Open Molecules 2025 dataset: C15H19BClN6O4PdS2 as an isolated structure (ωB97M-V/def2-TZVPD).

ΔE to the lowest compared entry with this formula, charge and spin = 48.33 kJ/mol
highest occupied orbital energy = -4.89 eV
E = -71350.180 eV
charge = -1

The geometry in XYZ format:
```
49
C15H19BClN6O4PdS2 (ωB97M-V/def2-TZVPD)
Pd -1.165 -0.348 0.662
C 2.824 -2.054 0.016
N 2.592 -0.638 0.212
C 3.198 0.392 -0.481
C 2.763 1.538 0.083
N 1.909 1.227 1.121
B 1.364 2.288 2.125
N 0.080 3.031 1.573
C 0.127 4.312 1.076
C -1.135 4.766 0.913
N -1.967 3.745 1.320
C -3.412 3.819 1.412
C -1.213 2.674 1.687
S -1.893 1.203 2.253
C 1.797 -0.120 1.193
S 0.887 -1.066 2.266
H 3.229 -2.208 -0.984
H 1.887 -2.595 0.131
H 3.526 -2.436 0.758
H 3.873 0.212 -1.299
H 3.013 2.559 -0.146
H 1.100 1.776 3.172
H 2.210 3.155 2.201
H 1.067 4.809 0.918
H -1.516 5.714 0.578
H -3.753 4.667 0.823
H -3.724 3.944 2.449
H -3.852 2.900 1.038
C 0.495 -0.504 -2.598
C 0.042 -1.719 -1.876
N -0.605 -1.766 -0.733
C -0.828 -3.100 -0.436
C -0.285 -3.866 -1.434
N 0.247 -2.976 -2.320
C -0.155 -5.344 -1.735
O -0.670 -6.122 -0.889
O 0.464 -5.607 -2.772
C -1.563 -3.497 0.800
O -1.676 -4.782 1.019
O -2.031 -2.660 1.546
H 0.558 0.330 -1.903
H -0.207 -0.243 -3.391
H 1.482 -0.666 -3.035
H 0.703 -3.298 -3.161
H -1.236 -5.369 0.275
Cl -2.761 0.080 -2.168
C -1.943 0.858 -0.746
H -2.703 1.515 -0.345
H -1.140 1.466 -1.166
```

=====

# 5
Entry from the Open Molecules 2025 dataset: a 2-piece molecular cluster, C3H8O2 overall at a distorted geometry (ωB97M-V/def2-TZVPD).

ΔE to the lowest compared entry with this formula, charge and spin = 237.95 kJ/mol
highest occupied orbital energy (spin up / spin down) = -13.29 / -13.29 eV
E = -7324.123 eV
spin multiplicity = 2
charge = +1
expectation value of S² = 0.75

The geometry in XYZ format:
```
13
C3H8O2 (ωB97M-V/def2-TZVPD)
C -2.093 -0.875 -0.735
O -3.215 -0.375 0.051
C -1.162 -1.672 0.100
C 0.163 -1.914 -0.249
H -2.550 -1.213 -1.663
H -1.552 0.043 -0.968
H -3.662 -1.156 0.405
H -1.701 -2.328 0.786
H 0.730 -2.821 -0.071
H 0.680 -1.039 -0.708
H 5.254 3.950 1.435
H 4.344 4.654 0.380
O 4.765 4.747 1.237
```

=====

# 6
Entry from the Open Molecules 2025 dataset: a 10-piece molecular cluster, C4H28N2O11 overall at a distorted geometry (ωB97M-V/def2-TZVPD).

ΔE to the lowest compared entry with this formula, charge and spin = 81.02 kJ/mol
highest occupied orbital energy (spin up / spin down) = -13.53 / -13.53 eV
E = -30095.309 eV
spin multiplicity = 2
charge = +1
expectation value of S² = 0.76

The geometry in XYZ format:
```
45
C4H28N2O11 (ωB97M-V/def2-TZVPD)
C -1.667 -0.071 -0.541
C -1.826 -1.214 -1.511
C -2.007 -2.558 -0.690
O -0.719 -3.033 -0.230
N -0.300 0.497 -0.679
C 0.230 1.693 -0.147
N -0.554 2.800 -0.074
O 1.470 1.898 -0.149
H -2.277 0.785 -0.794
H -1.955 -0.282 0.593
H -1.023 -1.331 -2.247
H -2.666 -1.134 -2.258
H -2.468 -3.328 -1.329
H -2.650 -2.565 0.181
H -0.126 -3.292 -0.896
H 0.556 -0.143 -1.052
H -0.081 3.685 0.093
H -1.396 2.831 -0.597
H 3.920 -0.087 0.180
H 3.092 0.233 -1.197
O 3.899 -0.238 -0.804
H -0.683 -2.441 3.574
H 0.005 -3.437 2.692
O -0.844 -3.299 3.187
H 1.092 -1.827 -0.255
H 2.554 -1.585 -0.927
O 1.643 -1.324 -0.972
H 3.654 -3.400 -0.192
H 3.797 -2.699 1.156
O 3.239 -2.992 0.538
H -3.732 2.284 0.917
H -3.013 3.257 1.902
O -3.161 2.309 1.759
H -1.521 0.393 3.386
H -0.730 1.009 2.267
O -0.590 0.370 3.034
H -2.366 2.832 -2.810
H -3.409 1.749 -2.439
O -2.899 2.468 -2.041
H 2.806 0.688 2.367
H 3.377 1.914 2.066
O 3.642 1.097 2.550
H -0.218 1.262 -2.933
H 0.320 2.440 -3.793
O -0.338 1.744 -3.754
```

=====

# 7
Entry from the Open Molecules 2025 dataset: C3H8N4O as an isolated structure at a distorted geometry (ωB97M-V/def2-TZVPD).

ΔE to the lowest compared entry with this formula, charge and spin = 696.96 kJ/mol
highest occupied orbital energy = -8.61 eV
E = -11242.400 eV

The geometry in XYZ format:
```
16
C3H8N4O (ωB97M-V/def2-TZVPD)
C -2.565 1.078 1.988
C 0.822 0.341 0.679
C 0.808 -0.884 -1.343
H -2.927 0.758 0.738
H -3.155 2.224 2.313
H -3.058 0.199 2.852
H -0.569 1.755 2.643
H 1.617 0.728 1.262
H 2.441 -0.404 -2.297
H 1.512 -1.993 -3.119
H -0.890 -0.132 -0.870
N -1.141 1.225 1.728
N -0.458 0.324 0.832
N 1.782 -1.432 -2.174
N -0.426 -0.658 -1.687
O 1.543 -0.320 -0.295
```

=====

# 8
Entry from the Open Molecules 2025 dataset: C2HFN2O2 in the gas phase at a distorted geometry (ωB97M-V/def2-TZVPD).

ΔE to the lowest compared entry with this formula, charge and spin = 266.27 kJ/mol
highest occupied orbital energy (spin up / spin down) = -8.44 / -11.48 eV
E = -11874.380 eV
spin multiplicity = 3
expectation value of S² = 2.01

The geometry in XYZ format:
```
8
C2HFN2O2 (ωB97M-V/def2-TZVPD)
C 0.620 -0.752 -0.885
C 0.554 -0.201 0.387
N 0.544 -1.193 -1.947
N -0.886 0.660 0.320
O -1.906 -0.034 0.279
O -0.734 1.820 0.088
F 1.340 0.831 0.751
H 0.469 -1.131 1.007
```

=====

# 9
Entry from the Open Molecules 2025 dataset: C6H10O in the gas phase at a distorted geometry (ωB97M-V/def2-TZVPD).

ΔE to the lowest compared entry with this formula, charge and spin = 262.88 kJ/mol
highest occupied orbital energy = -9.32 eV
E = -8428.516 eV

The geometry in XYZ format:
```
17
C6H10O (ωB97M-V/def2-TZVPD)
C 0.784 -1.180 0.113
C 1.432 -0.202 -0.865
O 0.520 0.821 -1.223
C 0.085 1.651 -0.168
C -1.101 1.148 0.640
C -1.549 -0.125 0.713
C -0.705 -1.463 -0.112
H 0.280 -0.666 0.930
H 1.446 -1.939 0.554
H 2.353 0.224 -0.425
H 1.717 -0.650 -1.830
H 0.926 1.884 0.512
H -0.201 2.601 -0.639
H -1.570 1.980 1.198
H -2.428 -0.281 1.378
H -1.017 -1.387 -1.143
H -0.972 -2.416 0.369
```

=====

# 10
Entry from the Open Molecules 2025 dataset: a 2-piece molecular cluster, C6H9IN2O overall at a distorted geometry (ωB97M-V/def2-TZVPD).

ΔE to the lowest compared entry with this formula, charge and spin = 569.76 kJ/mol
highest occupied orbital energy = -8.68 eV
E = -19490.333 eV

The geometry in XYZ format:
```
19
C6H9IN2O (ωB97M-V/def2-TZVPD)
C 0.470 -2.350 1.530
C 0.588 -0.365 -0.547
C 0.418 -3.175 0.667
C -1.798 -0.411 -0.729
C -0.823 1.624 0.259
C -0.679 0.123 0.109
N 1.426 -1.052 -0.955
N 0.290 -3.879 -0.453
O 2.292 -1.769 -1.360
I 1.511 -1.736 3.221
H -2.770 -0.160 -0.360
H -1.678 -1.522 -1.001
H -1.792 0.370 -1.546
H -1.765 1.791 0.716
H -0.873 2.110 -0.756
H -0.045 1.955 0.797
H -0.679 -0.515 1.071
H 0.511 -3.400 -1.249
H -0.527 -4.455 -0.590
```

=====

# 11
Entry from the Open Molecules 2025 dataset: a 2-piece molecular cluster, C5H8N2 overall (ωB97M-V/def2-TZVPD).

ΔE to the lowest compared entry with this formula, charge and spin = 461.52 kJ/mol
highest occupied orbital energy = -8.50 eV
E = -8290.213 eV

The geometry in XYZ format:
```
15
C5H8N2 (ωB97M-V/def2-TZVPD)
C 1.349 -1.257 0.071
C 1.094 0.027 -0.606
C -1.813 -0.481 1.548
C -1.797 0.658 0.889
N -1.834 1.728 0.295
C 1.295 1.236 -0.957
N 0.124 0.553 -1.627
H 1.948 -1.101 0.974
H 0.409 -1.745 0.348
H 1.898 -1.915 -0.614
H -1.268 -0.593 2.478
H -2.408 -1.305 1.169
H 1.731 2.220 -0.940
H -1.152 1.748 -0.473
H 0.422 0.229 -2.556
```